No. 1
{
  "formula": "C27H29Cl2N4O6SiTm",
  "method": "ωB97M-V/def2-TZVPD",
  "homo_lumo_gap_ev": [6.26, 6.26],
  "homo_energy_ha": [-0.247, -0.247],
  "lumo_ha": [-0.017, -0.017],
  "multiplicity": 3,
  "elements": ["Tm", "C", "C", "C", "C", "C", "C", "H", "H", "H", "H", "H", "H", "Cl", "C", "C", "C", "Cl", "C", "O", "C", "C", "O", "C", "H", "H", "H", "N", "C", "N", "N", "C", "N", "H", "H", "H", "H", "O", "C", "O", "C", "C", "C", "C", "O", "C", "O", "C", "C", "H", "H", "H", "H", "H", "C", "Si", "C", "C", "C", "H", "H", "H", "H", "H", "H", "H", "H", "H", "H", "H"],
  "xyz": [[-17.050191, 10.793758, 3.910082], [-13.121033, 10.700195, 7.546078], [-12.020334, 10.560955, 6.776105], [-11.545716, 9.296300, 6.442764], [-12.233303, 8.172092, 6.939021], [-13.297964, 8.315323, 7.786320], [-13.733996, 9.584231, 8.075720], [-13.585469, 11.662569, 7.775969], [-11.521568, 11.460027, 6.414134], [-10.630673, 9.132245, 5.876074], [-11.983577, 7.157817, 6.601737], [-13.775908, 7.439946, 8.268668], [-14.680363, 9.687278, 8.629995], [-19.543025, 3.657747, 4.179516], [-19.186247, 5.340492, 4.149507], [-20.282187, 6.261467, 4.046361], [-20.126373, 7.631991, 4.263167], [-21.361383, 8.729269, 4.353516], [-18.830887, 8.180599, 4.535828], [-18.645146, 9.402973, 4.694610], [-17.707020, 7.239845, 4.467308], [-16.399440, 7.783788, 4.496753], [-16.000785, 9.012871, 4.424593], [-17.835320, 5.862349, 4.235525], [-21.238811, 5.781737, 3.855164], [-15.582007, 7.096344, 4.558075], [-17.065442, 5.162314, 4.203412], [-14.743466, 10.379083, -0.117768], [-15.743940, 9.820404, -0.774250], [-15.556101, 9.621299, -2.095789], [-16.924172, 9.469313, -0.267255], [-17.483866, 9.838527, 0.851614], [-18.003879, 10.199903, 1.878121], [-13.902955, 10.706768, -0.603046], [-14.933873, 10.727941, 0.807588], [-14.836910, 10.031620, -2.649893], [-16.146605, 8.994221, -2.597780], [-16.442699, 12.919597, 3.202725], [-15.331191, 12.439472, 2.720161], [-15.032384, 11.186287, 2.838296], [-14.248525, 13.299428, 2.114587], [-12.927934, 12.901869, 2.338315], [-11.869479, 13.822263, 2.174297], [-12.315887, 15.082170, 1.734371], [-11.616859, 16.201557, 1.878839], [-12.402165, 17.277425, 1.305811], [-13.638841, 16.673060, 1.055585], [-13.569019, 15.313364, 1.208843], [-14.639029, 14.441483, 1.424436], [-12.693906, 11.895534, 2.608950], [-10.849515, 13.547098, 2.526145], [-11.851128, 17.597788, 0.406930], [-12.473448, 18.116490, 2.068020], [-15.679300, 14.658897, 1.190277], [-18.285818, 14.226475, 7.059287], [-18.686545, 12.515719, 6.374017], [-20.046961, 11.484821, 7.270327], [-19.442692, 13.003690, 4.670293], [-17.094105, 11.517197, 6.303667], [-19.112923, 14.955647, 6.893568], [-17.413728, 14.612107, 6.544394], [-18.079864, 14.121476, 8.162462], [-21.054247, 11.703087, 6.799244], [-20.163230, 11.635181, 8.358075], [-19.905588, 10.369027, 7.260125], [-20.360806, 13.494388, 5.018566], [-19.664912, 12.187167, 4.000313], [-18.804088, 13.780601, 4.227525], [-17.017786, 10.554682, 6.803292], [-16.299946, 12.165654, 6.702108]],
  "atomic_forces_ev_per_a": [[-0.7, 1.1, 2.2], [-1.7, 0.5, 1.1], [1.7, 0.3, -1.1], [-0.3, -0.8, 0.5], [1.0, -0.4, -1.1], [-0.5, -0.7, 0.7], [-1.7, 0.1, 0.5], [0.4, -0.2, -0.2], [0.0, -0.3, 0.0], [-0.3, 0.2, -0.1], [0.3, 0.5, 0.3], [0.2, 0.6, -0.6], [0.7, 0.1, 0.0], [0.2, -0.2, -0.2], [2.1, 2.6, -0.2], [0.8, -0.1, 0.6], [1.5, -2.2, 0.3], [-1.9, 1.0, -0.2], [0.8, -1.8, -1.0], [0.0, 1.1, 0.0], [0.0, 1.3, -0.4], [0.9, 2.5, -0.2], [-0.6, -3.4, 0.2], [-5.0, -0.6, 0.5], [-0.1, 0.5, 0.1], [0.5, -0.8, 0.1], [1.5, -0.7, 0.1], [0.6, 0.6, 0.1], [-0.9, 0.2, -0.5], [-0.3, -0.6, -0.1], [-0.4, 0.0, 0.3], [0.0, 1.1, 2.5], [1.4, -1.4, -4.1], [-0.7, -0.3, 0.5], [0.3, 0.1, 0.6], [0.5, 0.2, 0.3], [-0.6, -0.1, 0.1], [2.4, -0.9, -1.6], [-0.5, -0.1, 0.7], [-0.9, 0.9, -0.3], [-1.6, -1.2, -0.2], [0.9, 1.2, -0.5], [-1.1, -0.3, 0.1], [1.2, -2.2, 0.5], [0.8, 1.3, -0.1], [0.8, -0.5, 1.0], [-1.4, 1.3, -1.2], [-0.3, 0.5, 1.3], [1.3, 0.8, 0.2], [-0.2, -0.4, 0.6], [-0.9, 0.6, -0.5], [-0.5, 0.1, 0.0], [-0.2, -1.0, -1.0], [0.3, 0.1, 0.3], [-0.9, -0.1, 1.1], [0.6, -1.3, 0.1], [-1.0, -0.3, 0.0], [0.6, 0.4, 1.2], [-0.2, 0.9, -1.0], [0.5, -0.5, 0.3], [0.3, 0.0, 0.0], [-0.1, 0.4, -1.0], [0.9, -0.3, 0.6], [0.1, 0.5, -0.3], [0.1, 1.0, -0.6], [-0.1, -0.2, -0.5], [-0.3, -0.2, -0.5], [-0.2, -0.3, -0.2], [-0.4, -0.1, 0.2], [0.0, -0.1, -0.2]]
}

***

No. 2
{
  "formula": "C27H29ClCsFNO8",
  "method": "ωB97M-V/def2-TZVPD",
  "homo_lumo_gap_ev": 6.73,
  "homo_energy_ha": -0.167,
  "lumo_ha": 0.080,
  "total_charge": -1,
  "elements": ["Cs", "C", "O", "C", "C", "O", "C", "C", "O", "C", "H", "H", "H", "H", "H", "H", "H", "H", "H", "H", "H", "H", "H", "H", "Cl", "C", "C", "C", "C", "O", "C", "C", "O", "C", "H", "H", "H", "H", "C", "C", "C", "C", "C", "C", "C", "F", "C", "C", "C", "O", "C", "C", "N", "C", "C", "O", "O", "H", "H", "H", "H", "H", "H", "H", "H", "H", "H", "H"],
  "xyz": [[-0.285184, 1.405139, -0.641539], [-3.813934, 0.095312, -0.251928], [-3.013751, 1.151479, 0.217688], [-3.713712, 2.085893, 1.002513], [-2.798855, 3.242787, 1.355807], [-2.441886, 4.046563, 0.244202], [-3.503592, 4.754543, -0.355868], [-3.706090, 4.326447, -1.794328], [-2.747408, 4.974480, -2.602659], [-2.792892, 4.515538, -3.935482], [-4.265784, -0.461727, 0.578756], [-3.170499, -0.567194, -0.829486], [-4.618006, 0.463595, -0.902140], [-4.065275, 1.616512, 1.931923], [-4.597132, 2.440611, 0.449700], [-1.861409, 2.864499, 1.767970], [-3.297481, 3.841084, 2.130970], [-3.265013, 5.823552, -0.348355], [-4.435051, 4.611193, 0.202282], [-4.719621, 4.604355, -2.127505], [-3.596407, 3.237613, -1.876216], [-3.771899, 4.725955, -4.389154], [-2.595300, 3.440564, -3.985260], [-2.024763, 5.052556, -4.489800], [0.560462, -2.313892, -7.664428], [0.224774, -1.825885, -6.011592], [0.718989, -2.606232, -4.947116], [0.459120, -2.247665, -3.659079], [-0.318017, -1.076935, -3.306742], [-0.555322, -0.802703, -2.106518], [-0.776987, -0.292146, -4.431748], [-1.530915, 0.934101, -4.301438], [-1.832038, 1.565113, -3.299235], [-0.501458, -0.703421, -5.751360], [1.304936, -3.490740, -5.166189], [0.833666, -2.839566, -2.832641], [-1.861877, 1.333769, -5.289630], [-0.873517, -0.102335, -6.574661], [1.287446, -2.402473, 5.443088], [2.547785, -2.471091, 4.593348], [2.894150, -3.915572, 4.260261], [4.208605, -3.981691, 3.503547], [4.167876, -3.070844, 2.305145], [4.979021, -3.314044, 1.216552], [4.915626, -2.484437, 0.106604], [5.725034, -2.758097, -0.943477], [4.057869, -1.423856, 0.047932], [3.228586, -1.156105, 1.139349], [2.299478, 0.006945, 1.030847], [2.279832, 0.648846, -0.016159], [1.477872, 0.218671, 2.206976], [1.591208, -0.642661, 3.247823], [2.429038, -1.706442, 3.339870], [3.281483, -1.977321, 2.271901], [0.423949, 1.338887, 2.416227], [-0.443640, 1.082422, 3.278557], [0.537898, 2.368564, 1.724022], [1.404235, -3.088403, 6.282629], [0.415885, -2.708152, 4.862048], [1.102196, -1.410241, 5.848188], [3.383642, -2.049486, 5.168006], [2.088588, -4.338987, 3.652604], [2.951118, -4.487492, 5.187717], [4.418965, -5.002812, 3.180796], [5.026604, -3.684339, 4.168305], [5.657055, -4.158723, 1.217128], [3.990302, -0.788454, -0.824522], [0.921411, -0.465447, 4.075000]],
  "atomic_forces_ev_per_a": [[-0.5, 0.8, -0.9], [0.0, -0.1, 0.0], [-0.2, 0.0, 0.1], [0.0, 0.0, 0.0], [0.0, -0.1, 0.0], [0.1, 0.0, 0.1], [0.0, 0.0, -0.1], [0.0, 0.0, 0.0], [0.0, 0.0, 0.1], [0.0, 0.0, -0.1], [0.0, 0.0, 0.0], [0.0, 0.0, 0.0], [0.0, 0.0, 0.0], [0.0, 0.0, 0.0], [0.0, 0.0, 0.0], [0.0, 0.0, 0.1], [0.0, 0.1, 0.0], [0.0, 0.0, 0.0], [0.0, 0.0, 0.0], [0.0, 0.0, 0.0], [0.0, 0.0, 0.0], [0.0, 0.0, 0.0], [0.0, 0.1, 0.0], [0.0, 0.0, 0.0], [0.0, 0.0, 0.0], [0.0, 0.0, 0.0], [0.0, 0.0, 0.0], [0.0, 0.0, 0.0], [0.0, -0.1, 0.0], [-0.1, -0.6, -0.5], [0.0, 0.0, 0.1], [0.0, 0.0, -0.1], [0.0, -0.3, 0.0], [0.0, 0.0, 0.0], [0.0, 0.0, 0.0], [0.0, 0.0, 0.0], [0.0, 0.0, 0.0], [0.0, 0.0, 0.0], [0.0, 0.0, 0.0], [0.0, 0.0, 0.0], [0.0, 0.0, 0.0], [0.0, 0.0, 0.0], [0.0, 0.0, 0.0], [0.0, 0.0, 0.0], [0.0, 0.0, 0.0], [0.0, 0.0, 0.0], [0.0, 0.0, -0.1], [0.0, 0.0, 0.0], [0.2, -0.1, 0.2], [0.5, -0.1, 0.3], [-0.1, 0.1, -0.1], [0.0, -0.1, 0.0], [0.0, 0.0, 0.0], [0.0, 0.0, 0.0], [0.1, -0.1, 0.4], [0.0, 0.0, 0.0], [0.3, 0.2, 0.6], [0.0, 0.0, 0.0], [0.0, 0.0, 0.0], [0.0, 0.0, 0.0], [0.0, 0.0, 0.0], [0.0, 0.0, 0.0], [0.0, 0.0, 0.0], [0.0, 0.0, 0.0], [0.0, 0.0, 0.0], [0.0, 0.0, 0.0], [0.0, 0.0, 0.0], [0.0, 0.0, 0.0]]
}

***

No. 3
{
  "formula": "C27H29FN4O3",
  "method": "ωB97M-V/def2-TZVPD",
  "homo_lumo_gap_ev": 8.24,
  "homo_energy_ha": -0.287,
  "lumo_ha": 0.016,
  "smiles": "O=C(CN1CCN(CC(=O)Nc2ccc(OCc3ccccc3)cc2)CC1)Nc1ccc(F)cc1",
  "elements": ["O", "C", "N", "C", "C", "C", "C", "C", "C", "H", "H", "F", "H", "H", "H", "C", "N", "C", "C", "N", "C", "C", "O", "N", "C", "C", "C", "C", "C", "C", "H", "H", "O", "C", "C", "C", "C", "C", "C", "C", "H", "H", "H", "H", "H", "H", "H", "H", "H", "H", "H", "H", "C", "C", "H", "H", "H", "H", "H", "H", "H", "H", "H", "H"],
  "xyz": [[-1.936469, -3.263939, 1.603856], [-2.052868, -3.350282, 0.400849], [-1.005759, -3.440093, -0.470581], [0.367103, -3.465986, -0.201399], [0.887230, -3.347412, 1.085108], [2.254133, -3.391773, 1.285787], [3.093645, -3.555197, 0.200165], [2.601124, -3.663952, -1.087594], [1.235303, -3.617013, -1.282469], [0.836633, -3.703704, -2.283309], [3.278530, -3.789650, -1.916914], [4.427171, -3.619482, 0.399761], [2.669626, -3.306638, 2.277005], [0.219007, -3.231132, 1.921390], [-1.234655, -3.515642, -1.452237], [-3.415751, -3.271576, -0.292481], [-3.919396, -1.909033, -0.362226], [-3.021387, -1.006746, -1.060821], [-3.694390, 0.351451, -1.224603], [-4.003832, 0.880647, 0.090746], [-4.375794, 2.280448, 0.049003], [-3.125753, 3.150453, -0.147214], [-3.157556, 4.225028, -0.704973], [-2.038312, 2.557882, 0.398950], [-0.696396, 2.943773, 0.382625], [-0.259907, 4.150346, -0.159644], [1.083273, 4.457633, -0.156677], [2.022451, 3.579552, 0.386238], [1.585427, 2.379033, 0.934516], [0.238017, 2.069637, 0.927007], [-0.090408, 1.130279, 1.350140], [2.280230, 1.670621, 1.356348], [3.322849, 3.988233, 0.327406], [4.315784, 3.173596, 0.909222], [4.521988, 1.844116, 0.221939], [5.046239, 0.769722, 0.929884], [5.254928, -0.445421, 0.303517], [4.932046, -0.600200, -1.034076], [4.406060, 0.465206, -1.743379], [4.207077, 1.684562, -1.120226], [3.800759, 2.519240, -1.672366], [4.153330, 0.350487, -2.787412], [5.095315, -1.550527, -1.519106], [5.665155, -1.275670, 0.857899], [5.293614, 0.889171, 1.975753], [5.232819, 3.769321, 0.827268], [4.106886, 3.017478, 1.977448], [1.434668, 5.387083, -0.575829], [-0.978307, 4.833006, -0.581706], [-2.232197, 1.637382, 0.784547], [-4.821021, 2.560944, 1.008085], [-5.099933, 2.522307, -0.743106], [-4.948336, -0.000486, 0.747977], [-4.286622, -1.363711, 0.934337], [-4.989192, -2.051225, 1.409100], [-3.412004, -1.250355, 1.592966], [-5.203663, 0.413612, 1.725654], [-5.873629, -0.120706, 0.160557], [-3.016572, 1.037278, -1.737385], [-4.606204, 0.235598, -1.834005], [-2.802897, -1.424937, -2.047178], [-2.070346, -0.861850, -0.518907], [-4.130591, -3.861618, 0.285247], [-3.368277, -3.669199, -1.310501]],
  "atomic_forces_ev_per_a": [[0.0, 0.0, 0.3], [-0.2, -0.1, -0.4], [-0.2, -0.1, -0.4], [0.4, 0.0, 0.2], [-0.2, 0.0, 0.0], [0.3, 0.0, -0.3], [-0.2, 0.0, 0.0], [0.2, 0.0, 0.2], [-0.1, 0.0, 0.2], [0.0, 0.0, -0.1], [0.1, 0.0, -0.1], [0.0, 0.0, 0.0], [0.1, 0.0, 0.1], [0.0, 0.0, 0.0], [-0.1, 0.0, 0.2], [-0.1, 0.1, 0.1], [0.0, -0.1, 0.0], [-0.2, 0.2, -0.2], [0.3, -0.2, -0.1], [-0.3, 0.0, 0.0], [0.0, 0.0, -0.1], [-0.2, -0.3, 0.1], [0.0, 0.3, -0.1], [0.0, -0.3, 0.3], [0.3, 0.2, 0.0], [-0.1, 0.0, 0.0], [0.3, -0.2, 0.1], [-0.4, 0.1, 0.0], [0.3, 0.1, 0.0], [-0.2, 0.2, -0.1], [0.0, -0.1, 0.0], [0.0, 0.0, 0.0], [0.0, 0.1, -0.1], [0.3, 0.0, 0.2], [0.0, 0.1, 0.0], [0.0, 0.2, 0.0], [0.1, -0.1, 0.0], [0.0, -0.1, 0.0], [0.0, 0.0, -0.1], [0.0, 0.1, 0.0], [-0.1, 0.1, 0.0], [0.0, 0.0, -0.1], [0.0, -0.1, 0.0], [0.0, -0.1, 0.0], [0.0, 0.0, 0.1], [-0.2, -0.1, 0.1], [0.0, 0.0, -0.1], [0.0, 0.1, -0.1], [0.0, 0.0, 0.0], [-0.1, 0.2, -0.2], [0.0, 0.0, 0.0], [0.1, 0.0, 0.1], [0.1, -0.2, 0.2], [-0.2, 0.2, 0.1], [0.0, 0.0, 0.0], [-0.1, 0.0, 0.0], [0.0, 0.0, 0.0], [0.0, 0.0, 0.0], [0.0, 0.0, 0.0], [0.1, 0.1, 0.0], [0.1, 0.0, 0.0], [0.0, 0.0, -0.1], [0.1, 0.0, -0.1], [0.0, 0.0, 0.0]]
}